Entry 1:
94
Properties=species:S:1:pos:R:3:forces:R:3:lowdin_charge:R:1 method="wB97M-V/def2-TZVPD" e_homo_ev=-2.77 orbital_gap_ha=0.2409 total_charge=-2 spin_multiplicity=1 lumo_ev=3.79
Pb -0.491422 -0.257496 -0.165781 -0.3 -0.1 -0.1 1.61
O 1.614210 -6.139281 1.844457 0.0 0.0 -0.1 0.06
C 1.267742 -4.882397 1.443505 0.0 0.1 0.0 -0.27
C 1.599307 -3.763233 2.189500 0.1 0.0 0.1 0.08
C 1.175388 -2.529223 1.745330 0.0 -0.2 0.0 -0.16
N 0.481306 -2.379240 0.625175 0.0 0.1 0.1 0.07
C 0.201147 -3.447331 -0.113241 -0.1 0.0 -0.1 -0.17
C 0.565505 -4.726379 0.262754 0.1 -0.1 0.1 0.08
C -0.550261 -3.235907 -1.433091 -0.1 0.0 -0.4 -0.63
O -0.680368 -4.222779 -2.159240 0.0 0.1 0.2 0.01
O -0.958491 -2.051997 -1.675905 0.1 0.0 0.4 -0.18
C 1.499944 -1.347331 2.616767 0.0 0.1 -0.1 -0.40
O 2.277893 -1.418087 3.525547 -0.1 0.1 -0.1 0.14
O 0.741489 -0.276224 2.291296 0.2 -0.2 0.0 -0.02
H 2.094451 -6.066081 2.674265 0.0 0.0 0.0 0.10
H 2.173404 -3.823499 3.105696 0.0 0.0 0.0 0.13
H 0.303309 -5.564831 -0.365197 0.0 0.0 0.0 0.13
O 1.103587 0.977519 4.223695 0.0 0.0 -0.1 0.09
C 0.973783 1.037221 2.853066 0.1 0.4 0.1 -0.59
O -0.161390 1.753553 2.540717 -0.1 -0.2 -0.1 0.06
C 2.226920 1.668960 2.254334 0.1 0.0 -0.1 -0.10
O 2.046675 1.735301 0.859798 -0.2 -0.3 0.0 -0.17
C 3.236576 1.751086 0.070976 0.0 0.2 0.1 -0.12
C 4.099798 0.466480 0.053010 -0.2 -0.3 0.2 -0.73
O 5.133650 0.589963 -0.636545 0.0 0.0 -0.1 -0.08
O 3.669256 -0.519693 0.683812 0.1 0.2 0.2 -0.03
H 0.353215 0.471043 4.557698 -0.1 0.0 0.0 0.13
H 3.106146 1.095123 2.548913 0.0 -0.1 -0.1 0.14
H 2.283006 2.686877 2.661448 0.1 0.0 0.2 0.14
H 3.877558 2.587137 0.374250 0.0 0.1 0.0 0.12
H 2.892884 1.939216 -0.946516 0.0 0.1 0.0 0.10
C 3.281132 -2.674705 -5.750309 0.0 0.1 -0.1 -0.09
C 2.895351 -1.198297 -5.833608 -0.1 0.0 0.2 -0.41
C 1.378780 -1.034743 -5.921566 0.1 0.0 -0.1 -0.07
C 3.468891 -0.371988 -4.670261 0.1 -0.2 -0.2 -0.11
N 2.906734 -0.723367 -3.382664 0.0 0.0 0.0 -0.09
C 1.955184 -0.100361 -2.683628 0.0 0.0 0.0 -0.12
N 1.704300 -0.811024 -1.615836 0.2 0.0 0.0 -0.02
N 2.524490 -1.883379 -1.663445 -0.1 0.0 -0.2 0.04
N 3.244764 -1.846813 -2.719601 -0.1 0.1 0.0 0.09
H 2.985842 -3.188658 -6.668507 0.0 0.0 0.0 0.07
H 2.786259 -3.161970 -4.911429 0.0 0.0 0.0 0.07
H 4.358950 -2.794329 -5.617414 0.0 0.0 0.0 0.07
H 3.347915 -0.775789 -6.737817 0.0 0.0 0.0 0.13
H 0.885736 -1.430545 -5.030519 0.0 0.0 0.0 0.09
H 0.990949 -1.582210 -6.782877 0.0 0.0 0.0 0.07
H 1.099187 0.017013 -6.030028 0.0 0.0 0.0 0.07
H 3.246148 0.682757 -4.826468 0.0 0.1 0.0 0.13
H 4.549272 -0.499330 -4.608519 0.0 0.0 0.1 0.13
H 1.470042 0.826099 -2.964644 0.1 -0.1 0.0 0.13
C -2.378699 6.192334 -2.465668 0.0 0.0 -0.1 -0.10
O -2.036606 5.615988 -1.230215 -0.1 0.1 0.0 -0.09
C -2.853499 4.616993 -0.769160 0.0 -0.1 0.1 -0.22
C -4.191480 4.521118 -1.117797 -0.1 0.0 0.0 -0.04
C -4.980296 3.504215 -0.591318 0.1 0.0 0.0 -0.11
C -4.416855 2.585473 0.278537 -0.1 0.0 0.0 -0.09
C -3.082355 2.689237 0.638551 0.1 0.0 0.1 -0.02
C -2.274555 3.698538 0.124018 -0.3 0.1 -0.2 -0.22
N -0.975165 3.907950 0.585749 0.3 0.0 0.3 0.12
C 0.049326 4.021569 -0.168327 -0.2 -0.1 -0.1 -0.10
C 0.201448 3.738397 -1.591367 0.1 -0.1 -0.2 -0.15
C 1.125693 4.495476 -2.317073 -0.1 0.0 0.1 -0.07
C 1.311049 4.335524 -3.676659 0.0 0.0 -0.1 -0.14
C 0.574246 3.339147 -4.334089 0.0 0.1 0.1 -0.14
C -0.283160 2.518572 -3.639856 -0.1 0.1 -0.1 -0.06
C -0.516436 2.664956 -2.229423 0.1 0.0 -0.1 -0.42
O -1.272145 1.866759 -1.598215 0.1 -0.1 -0.2 -0.21
H -1.521411 6.790345 -2.769894 0.0 0.0 0.0 0.09
H -3.257890 6.843214 -2.392741 0.0 0.0 0.0 0.08
H -2.569550 5.426415 -3.223992 0.0 0.0 0.0 0.10
H -4.627924 5.239787 -1.799621 0.0 0.0 0.0 0.09
H -6.025475 3.437889 -0.867732 0.0 0.0 0.0 0.09
H -5.017419 1.777231 0.678354 0.0 0.0 0.0 0.08
H -2.642710 1.955288 1.305221 0.0 0.1 0.0 0.10
H -0.036957 2.281945 1.735364 -0.1 0.1 0.0 0.06
H 0.948293 4.385494 0.335309 0.1 -0.1 0.0 0.12
H 1.693301 5.256024 -1.786848 0.0 0.0 0.0 0.11
H 2.009663 4.957687 -4.221701 0.0 0.0 0.0 0.08
H 0.686707 3.214906 -5.407156 0.0 -0.1 0.0 0.09
H -0.828971 1.726315 -4.142367 0.0 0.0 0.0 0.11
Cl -8.370922 -2.889783 3.508247 0.0 0.0 0.0 0.60
C -6.695072 -2.554307 3.122880 0.1 0.0 0.0 -0.68
C -5.705937 -3.366360 3.651374 0.0 0.0 0.0 -0.12
C -4.380779 -3.095381 3.338462 0.0 0.0 0.0 -0.02
C -4.049892 -2.039612 2.500262 0.1 0.0 -0.1 -0.12
C -5.061551 -1.239441 1.982905 0.0 -0.1 0.0 -0.01
C -6.391442 -1.486604 2.295334 0.0 0.0 0.0 -0.11
C -2.580524 -1.778805 2.141375 -0.3 0.2 0.1 -0.61
O -1.729929 -2.363294 2.815866 0.1 0.0 -0.1 0.02
O -2.426271 -0.957094 1.181793 0.2 -0.2 0.1 -0.19
H -5.973476 -4.196536 4.292108 0.0 0.0 0.0 0.09
H -3.576718 -3.700261 3.737855 0.0 0.0 0.0 0.11
H -4.780842 -0.427281 1.325330 0.0 0.0 0.0 0.10
H -7.186085 -0.868421 1.897915 0.0 0.0 0.0 0.10

Entry 2:
18
Properties=species:S:1:pos:R:3:forces:R:3:nbo_charge:R:1 method="wB97M-V/def2-TZVPD" e_homo_ev=-11.27 orbital_gap_ha=0.4484 smiles=CCC[C@@H](C)C#N spin_multiplicity=1 lumo_ev=0.93
C -2.481433 -0.103515 -1.012359 0.0 0.0 -0.1 -0.60
C -1.297693 0.265126 -0.123769 0.0 0.0 0.1 -0.40
C 0.082829 -0.245387 -0.559856 0.0 0.0 0.0 -0.38
C 1.101210 -0.227548 0.612329 0.0 0.0 0.0 -0.32
C 2.569094 -0.074498 0.191142 0.1 0.0 -0.1 -0.59
C 0.780623 0.835981 1.581987 -0.2 0.7 0.7 0.29
N 0.522160 1.667313 2.344001 0.3 -0.8 -0.7 -0.34
H -3.410034 0.195085 -0.512784 0.1 0.0 -0.2 0.22
H -2.453490 0.403261 -1.982900 0.1 -0.1 0.1 0.20
H -2.536359 -1.183374 -1.191267 0.0 0.1 0.0 0.20
H -1.244235 1.355843 -0.028983 0.0 -0.1 0.1 0.21
H -1.498588 -0.107173 0.888057 0.0 0.0 -0.1 0.20
H 0.014276 -1.278565 -0.925361 0.0 0.2 0.1 0.21
H 0.470883 0.353146 -1.394524 -0.1 0.0 0.2 0.21
H 0.993943 -1.171558 1.162762 0.0 0.2 0.0 0.24
H 2.869591 -0.883317 -0.481420 -0.1 0.1 0.1 0.22
H 2.723789 0.881217 -0.319889 0.0 -0.1 0.0 0.22
H 3.220560 -0.095042 1.070712 -0.1 0.0 -0.2 0.22

Entry 3:
9
Properties=species:S:1:pos:R:3:forces:R:3:nbo_charge:R:1 method="wB97M-V/def2-TZVPD" e_homo_ev="-15.41 / -15.41" orbital_gap_ha="0.2947 / 0.2946" total_charge=+1 smiles="C[N+](=O)NCl" spin_multiplicity=1 lumo_ev="-7.39 / -7.39"
C -0.774567 0.747390 0.002817 -2.3 5.9 -2.3 -0.57
N 1.174984 -0.834719 0.384855 -3.0 2.6 1.2 -0.48
N -0.522281 -0.546873 -0.020887 5.6 -6.0 2.0 0.43
O -1.054078 -1.570776 0.038862 -1.7 0.7 -0.5 -0.04
Cl 2.117229 0.436081 -0.056313 0.7 0.3 -0.2 0.28
H -1.801851 1.022525 -0.484610 1.5 -0.7 1.5 0.32
H -0.054047 1.138470 -0.816857 -0.6 -0.1 1.4 0.31
H -0.539744 1.272652 1.005086 -0.3 -1.0 -1.5 0.36
H 1.454354 -1.664747 -0.052953 0.1 -1.8 -1.5 0.40

Entry 4:
6
Properties=species:S:1:pos:R:3:forces:R:3:nbo_charge:R:1 method="wB97M-V/def2-TZVPD" e_homo_ev=-9.69 orbital_gap_ha=0.3080 spin_multiplicity=1 lumo_ev=-1.31
C -1.760749 -0.324475 0.218974 -1.1 -1.0 1.5 0.60
C 1.679268 0.043299 0.661980 0.0 0.4 0.9 -0.12
F -1.709263 0.915545 0.556316 0.1 1.1 0.3 -0.33
F -1.991095 -0.311045 -1.045452 -0.5 0.1 -1.5 -0.34
Cl 3.209512 0.355698 -0.000971 -0.2 -0.2 -0.4 0.08
Cl 0.572328 -0.679021 -0.390848 1.7 -0.3 -0.8 0.10